A structure of composition C8H12Cl2ErN2O3SYb in a non-equilibrium geometry. Source: the Open Molecules 2025 dataset; level of theory: ωB97M-V/def2-TZVPD.

The value obtained for the electronic energy is -112600.8455 eV. The value obtained for the frontier orbital gap (spin up / spin down) is 7.5 / 5.4 eV. As for the total charge: +4. Its LUMO energy (spin up / spin down) is -13.97 / -16.03 eV. The spin multiplicity is 5.

Last column: Löwdin spin population.
Geometry (Å):
Er (0.05796, -1.71848, -5.91307)  3.02
Yb (0.00861, -0.50483, -1.16173)  0.00
Cl (-0.82687, 0.27933, -4.74864)  -0.01
Cl (0.66716, -1.84814, -3.19580)  0.00
C (-1.93242, -2.57902, -0.33935)  0.00
C (-0.52728, -0.34401, -7.94077)  0.00
C (-0.01276, -2.37686, -8.54354)  0.00
O (-2.18645, -3.67807, -0.07200)  0.00
O (-0.72108, 0.11908, -9.01749)  0.00
O (-0.02367, -2.56854, -9.68753)  0.00
C (-0.43827, 3.14366, 2.33749)  0.08
N (0.01752, 1.80890, 2.74572)  0.55
C (0.54974, 1.76632, 4.13760)  0.05
C (0.59050, 0.99759, 1.78425)  0.02
S (1.25838, 1.47937, 0.27562)  0.03
N (0.53775, -0.31918, 2.07197)  0.09
C (-0.37976, -0.75429, 3.10125)  0.02
C (1.08773, -1.34082, 1.14168)  0.01
H (-1.09937, 3.53358, 3.13230)  0.01
H (-0.95422, 3.15709, 1.36681)  0.01
H (0.37934, 3.89221, 2.20422)  0.05
H (-0.26792, 1.64488, 4.88091)  0.02
H (1.25887, 0.93280, 4.26367)  0.00
H (1.09325, 2.71625, 4.28647)  0.02
H (-0.97664, -1.60571, 2.76321)  0.01
H (0.19300, -1.04579, 3.98610)  0.00
H (-0.99827, 0.11505, 3.32279)  0.00
H (0.27458, -1.91971, 0.67169)  0.00
H (1.77355, -0.92152, 0.37564)  0.00
H (1.59704, -2.06113, 1.77053)  0.00